# 1
{"formula": "C28H42N14", "method": "ωB97M-V/def2-TZVPD", "elements": ["C", "C", "N", "H", "H", "H", "C", "C", "N", "H", "H", "H", "C", "C", "N", "H", "H", "H", "C", "C", "N", "H", "H", "H", "C", "C", "N", "H", "H", "H", "C", "C", "N", "H", "H", "H", "C", "C", "N", "H", "H", "H", "C", "C", "N", "H", "H", "H", "C", "C", "N", "H", "H", "H", "C", "C", "N", "H", "H", "H", "C", "C", "N", "H", "H", "H", "C", "C", "N", "H", "H", "H", "C", "C", "N", "H", "H", "H", "C", "C", "N", "H", "H", "H"], "coordinates": [[6.55420, -0.65816, 0.62249], [5.97857, -1.56345, -0.34438], [5.39154, -2.27758, -1.06776], [5.77910, -0.54737, 1.39846], [6.86991, 0.37317, 0.36402], [7.51839, -1.09810, 0.96016], [-1.15272, 2.26334, -4.74827], [-0.00251, 2.67730, -3.96526], [0.81671, 3.04253, -3.25959], [-1.77340, 1.47288, -4.30923], [-0.91713, 1.96748, -5.76227], [-1.83907, 3.12637, -4.91583], [-0.83240, 6.34380, -1.92189], [-1.71203, 5.26063, -2.31692], [-2.41386, 4.40407, -2.62531], [0.13138, 6.03173, -2.29023], [-0.76474, 6.50008, -0.85381], [-1.06942, 7.28639, -2.37733], [-1.42806, 3.24887, 3.38658], [-1.03509, 4.46027, 2.59064], [-0.81515, 5.37134, 1.92418], [-2.32739, 3.54725, 3.98084], [-0.62818, 2.82645, 3.92628], [-1.74975, 2.53705, 2.64643], [-2.00004, 1.36141, -0.82232], [-0.64311, 1.41250, -0.34801], [0.41056, 1.39033, 0.14284], [-2.15151, 0.48091, -1.44616], [-2.14435, 2.29189, -1.38028], [-2.73247, 1.43469, -0.02355], [2.70864, 0.07486, 2.13418], [1.48979, 0.39343, 2.90923], [0.60554, 0.82795, 3.52300], [2.46545, -0.80742, 1.51258], [3.52774, -0.23848, 2.86208], [3.01446, 0.84903, 1.41530], [-6.51432, -1.98767, 0.29813], [-6.65813, -1.95532, 1.72264], [-6.77756, -1.93525, 2.89498], [-6.07574, -2.96257, 0.03107], [-5.81829, -1.19410, 0.07440], [-7.46856, -1.78360, -0.18410], [2.22371, -3.67940, 3.74474], [3.41984, -2.97186, 3.19866], [4.43722, -2.51549, 2.82472], [2.18676, -4.66112, 3.15311], [1.34529, -3.04383, 3.53137], [2.35747, -3.89650, 4.83301], [2.70726, 0.41314, -2.96560], [1.47847, -0.34615, -3.28192], [0.44569, -0.71665, -3.59992], [3.37425, -0.20824, -2.31861], [2.41033, 1.46570, -2.62497], [3.32696, 0.55086, -3.82342], [2.67685, -4.18897, 0.22512], [1.41827, -4.86911, -0.02903], [0.53964, -5.61146, -0.10770], [2.45748, -3.22476, 0.75809], [3.26899, -3.89287, -0.62149], [3.27121, -4.81781, 0.83863], [-3.23630, -0.58839, 3.89805], [-3.69627, 0.29560, 2.77808], [-4.01286, 1.05333, 1.97364], [-3.54291, 0.03644, 4.74330], [-2.09034, -0.56075, 3.90551], [-3.52232, -1.61995, 3.89683], [-2.04309, -3.31360, -4.10008], [-3.11779, -2.65486, -3.26512], [-3.84623, -2.01013, -2.64502], [-1.28213, -3.82840, -3.50686], [-1.53575, -2.51927, -4.69610], [-2.48631, -4.00537, -4.81262], [2.72718, 3.85415, -0.42800], [3.73144, 3.01880, 0.22901], [4.48558, 2.32284, 0.75933], [3.20245, 4.85304, -0.54022], [1.84295, 3.98331, 0.18207], [2.33512, 3.55998, -1.39941], [-2.08131, -3.44695, 0.05052], [-1.47448, -3.10209, 1.38978], [-0.99799, -2.93493, 2.40456], [-2.04574, -4.49570, -0.09807], [-1.44126, -2.98665, -0.64450], [-3.03434, -2.94486, -0.16751]], "atomic_forces_ev_per_a": [[1.02, 0.45, 0.98], [-1.83, -1.21, -2.46], [1.55, 1.67, 1.77], [0.71, -0.22, 0.14], [-0.73, -0.67, -0.79], [-0.89, -0.01, 0.39], [-1.39, 0.67, -0.82], [-1.12, -0.42, -0.23], [0.77, 0.32, 0.32], [0.56, 0.16, 0.26], [0.57, -0.31, -0.07], [0.57, -0.38, 0.55], [0.50, -0.33, -0.08], [-0.77, 0.04, 0.25], [0.21, 0.14, -0.01], [0.64, 0.12, -0.01], [-0.19, -0.31, 0.32], [-0.39, 0.30, -0.39], [-1.49, 2.07, -1.13], [-0.17, -0.72, 0.47], [0.09, -0.15, 0.10], [0.91, -0.40, -0.19], [0.81, -0.24, 0.79], [-0.18, -0.49, -0.19], [-0.30, 0.88, -0.63], [1.83, -0.52, 1.61], [-1.27, 0.19, -0.99], [-0.13, 0.10, 0.00], [-0.16, -0.26, -0.43], [0.12, -0.40, 0.31], [0.05, -1.33, 0.51], [-0.24, 1.47, 0.26], [1.00, -1.05, -0.65], [0.22, 0.25, 0.32], [-1.01, 0.66, -1.14], [-0.30, -0.07, 0.82], [0.37, -0.29, -0.22], [-0.77, -0.04, 4.61], [0.45, -0.05, -3.48], [-0.33, 0.44, -0.26], [0.29, 0.20, -0.53], [0.09, -0.22, -0.12], [0.70, -0.51, -0.96], [2.52, 0.45, -0.03], [-2.86, -1.17, 0.88], [-0.32, 1.34, 0.98], [0.16, -0.61, 0.27], [-0.15, 0.30, -0.98], [-0.14, 0.01, 1.09], [1.10, 1.47, -0.04], [-0.75, -0.71, -0.09], [-0.77, 0.87, 0.16], [0.48, -1.79, 0.04], [0.05, 0.04, -1.05], [-0.89, 2.00, 0.46], [0.03, -1.07, -0.16], [0.05, 0.71, -0.14], [0.26, -0.93, -0.30], [-0.04, -0.15, -0.71], [0.58, -0.49, 0.68], [1.99, 2.35, -0.54], [0.36, -1.18, 0.33], [0.01, -0.14, 0.04], [-0.11, -0.87, 0.42], [-1.50, -0.01, -0.17], [-0.71, -0.22, -0.11], [-0.48, 1.02, -0.11], [1.10, 0.03, -0.44], [0.26, -0.61, -0.26], [-0.34, 0.16, 0.12], [-0.35, -0.46, 0.62], [-0.11, -0.10, 0.15], [0.46, 1.42, 0.06], [-0.16, -0.89, -0.10], [-0.29, 0.72, -0.50], [-0.40, -0.47, -0.03], [-0.05, -0.11, 0.49], [0.52, -0.54, -0.04], [0.12, 1.59, 1.63], [-1.79, -0.96, -2.73], [0.88, 0.47, 1.67], [-0.26, -0.95, -0.04], [1.11, 0.41, -1.15], [0.03, -0.52, 0.64]], "lowdin_charge": [-0.094, -0.276, 0.120, 0.054, 0.084, 0.093, -0.081, -0.266, 0.165, 0.081, 0.074, 0.080, -0.053, -0.252, 0.148, 0.070, 0.068, 0.078, -0.070, -0.257, 0.105, 0.098, 0.016, 0.033, -0.060, -0.255, 0.171, 0.073, 0.045, 0.040, -0.107, -0.264, 0.135, 0.058, 0.077, 0.015, -0.081, -0.296, 0.122, 0.090, 0.069, 0.089, -0.057, -0.283, 0.147, 0.101, 0.046, 0.095, -0.067, -0.268, 0.136, 0.076, 0.058, 0.064, -0.078, -0.265, 0.139, 0.072, 0.052, 0.070, -0.060, -0.265, 0.128, 0.079, 0.081, 0.057, -0.065, -0.254, 0.120, 0.073, 0.071, 0.069, -0.077, -0.249, 0.135, 0.093, 0.063, 0.024, -0.056, -0.238, 0.141, 0.055, 0.041, 0.059], "orbital_gap_ev": 11.5, "e_tot_ev": -50574.00436}

***

# 2
{"formula": "C5H11N2O", "method": "ωB97M-V/def2-TZVPD", "elements": ["C", "C", "C", "C", "C", "N", "N", "O", "H", "H", "H", "H", "H", "H", "H", "H", "H", "H", "H"], "coordinates": [[0.84489, -1.61479, -0.31180], [0.66571, -0.36980, 0.19588], [-0.44543, 0.44699, -0.43960], [-1.80700, 0.09993, 0.24637], [-3.12567, 0.30794, -0.52556], [0.97217, -2.57225, -0.95436], [2.96562, 1.05766, 0.72441], [-1.88139, -0.37516, 1.36362], [0.54251, -0.45023, 1.37044], [1.72891, 0.28969, 0.39048], [-0.17618, 1.40623, -0.09316], [-0.64981, 0.59422, -1.50787], [-3.81476, 0.45019, 0.26027], [-3.21345, -0.76272, -0.81444], [-3.03913, 0.98960, -1.39463], [0.92748, -3.50433, -1.17537], [2.51803, 1.37965, 1.69524], [3.03228, 1.84094, 0.05735], [3.95521, 0.78622, 0.91274]], "atomic_forces_ev_per_a": [[0.21, -1.70, -1.66], [0.72, 1.37, 2.89], [-1.72, -0.44, 0.94], [-0.75, 0.37, 0.34], [2.78, -1.29, -0.35], [0.21, 2.78, 1.53], [-0.08, 1.26, 2.49], [0.88, 0.33, -0.90], [-0.47, -0.11, -2.15], [-0.29, -1.38, -1.15], [-0.22, 1.62, 0.32], [0.87, -0.84, 0.07], [-1.26, 0.71, 0.29], [-0.57, 0.64, -0.57], [-0.50, -0.41, 0.71], [-0.12, -2.38, -0.70], [1.70, -0.33, -2.77], [-0.24, -0.17, 0.74], [-1.15, -0.01, -0.06]], "lowdin_charge": [-0.020, -0.191, -0.084, -0.413, 0.013, 0.377, 0.017, 0.071, 0.199, 0.091, 0.107, 0.135, 0.073, 0.109, 0.097, 0.112, 0.143, 0.077, 0.088], "orbital_gap_ev": 9.6, "e_tot_ev": -10381.86424, "charge": 1}